1.
{"formula": "C3H9NO2", "method": "ωB97M-V with the def2-TZVPD basis set", "total_charge": 1, "s_squared": 0.756, "de_lowest_kcal_mol": 48.38, "total_energy_ha": -324.548457, "homo_energy_ev": [-13.757, -13.731], "fmax_ev_per_a": 6.0, "multiplicity": 2, "elements": ["O", "O", "N", "C", "C", "C", "H", "H", "H", "H", "H", "H", "H", "H", "H"], "coordinates": [[-0.072, -2.730, -0.102], [0.003, 2.258, 0.718], [-0.578, -0.398, -0.192], [0.065, -1.591, -0.622], [1.100, -1.361, -1.774], [-0.506, 2.798, 1.856], [-1.279, 3.474, 1.550], [-1.114, -0.420, 0.667], [0.285, 3.356, 2.386], [-0.037, 2.793, -0.119], [2.058, -1.782, -1.474], [1.146, -0.284, -2.045], [0.830, -1.922, -2.775], [-0.539, 0.461, -0.809], [-0.694, 1.813, 2.276]], "mulliken_charge": [-0.1314, -0.5137, -0.2589, 0.7757, -0.8389, -0.4079, 0.2922, 0.2338, 0.1972, 0.3052, 0.3241, 0.2878, 0.3311, 0.2558, 0.1482]}


2.
{"formula": "C3H9NO2P2", "method": "ωB97M-V with the def2-TZVPD basis set", "de_lowest_kcal_mol": 100.00, "total_energy_ha": -1007.571436, "homo_energy_ev": -9.146, "fmax_ev_per_a": 6.4, "elements": ["P", "P", "O", "O", "N", "C", "C", "C", "H", "H", "H", "H", "H", "H", "H", "H", "H"], "coordinates": [[2.974, 1.021, 0.284], [1.249, -0.059, -0.672], [-2.435, 1.838, 0.536], [-1.504, 1.133, -1.370], [-1.211, -1.454, -0.523], [-1.907, 0.942, -0.085], [0.332, -0.148, 0.939], [-1.460, -0.375, 0.452], [2.470, 2.236, -0.381], [-1.900, -0.597, 1.329], [4.058, 0.591, -0.490], [0.340, 0.746, 1.573], [-0.451, -2.086, -0.413], [0.373, -1.048, 1.515], [1.741, -1.414, -0.624], [-2.040, -2.031, -0.524], [-0.628, 0.704, -1.547]], "mulliken_charge": [-0.1413, -0.0005, -0.5687, -0.4412, -0.5281, 0.6393, -0.9413, -0.4296, 0.0931, 0.5408, 0.0763, 0.5151, 0.1778, 0.4049, 0.0521, 0.2460, 0.3053]}


3.
{"formula": "C3H9NO2S", "method": "ωB97M-V with the def2-TZVPD basis set", "de_lowest_kcal_mol": 58.99, "total_energy_ha": -723.074348, "homo_energy_ev": -9.130, "fmax_ev_per_a": 5.7, "elements": ["S", "O", "O", "N", "C", "C", "C", "H", "H", "H", "H", "H", "H", "H", "H", "H"], "coordinates": [[-2.110, -0.721, 1.291], [0.426, 1.461, -2.251], [2.733, -0.461, -1.325], [0.337, 0.296, -0.338], [-0.049, 1.412, -1.084], [0.505, 0.172, 1.075], [-0.288, -1.102, 1.536], [-0.099, -1.188, 2.628], [-1.968, -0.167, -0.074], [0.663, -0.551, -1.007], [1.651, -0.031, 1.452], [-0.007, -2.025, 0.928], [0.058, 1.139, 1.574], [2.897, -1.159, -2.044], [2.469, 0.406, -1.797], [-0.544, 2.155, -0.510]], "mulliken_charge": [-0.2492, -0.6382, -0.6999, -0.0516, 0.0585, -0.4543, -0.6041, 0.3679, 0.1389, 0.2826, 0.2234, 0.3217, 0.2567, 0.3245, 0.3573, 0.3658]}


4.
{"formula": "C3H9NO2S", "method": "ωB97M-V with the def2-TZVPD basis set", "de_lowest_kcal_mol": 132.51, "total_energy_ha": -722.957177, "homo_energy_ev": -8.172, "fmax_ev_per_a": 3.4, "elements": ["S", "O", "O", "N", "C", "C", "C", "H", "H", "H", "H", "H", "H", "H", "H", "H"], "coordinates": [[0.669, 0.802, -0.170], [2.075, 0.487, -0.220], [-0.609, -1.051, 1.730], [0.398, 1.478, -1.655], [-0.949, -1.582, 0.488], [-0.013, -1.131, -0.624], [0.102, 1.757, 1.014], [-0.396, -0.840, -1.655], [-2.009, -1.415, 0.221], [-1.108, 1.752, 0.973], [0.303, -1.154, 1.965], [0.291, 1.328, 1.996], [0.940, -1.649, -0.535], [-0.102, 2.362, -1.873], [-0.858, -2.673, 0.531], [1.265, 1.531, -2.187]], "mulliken_charge": [1.0103, -0.7120, -0.5091, -0.5915, -0.3733, -0.7984, -0.7651, 0.3920, 0.3136, 0.2416, 0.3282, 0.3170, 0.3505, 0.2473, 0.2965, 0.2523]}


5.
{"formula": "C3H9NO2S", "method": "ωB97M-V with the def2-TZVPD basis set", "de_lowest_kcal_mol": 176.71, "total_energy_ha": -722.886747, "homo_energy_ev": -7.552, "fmax_ev_per_a": 2.7, "elements": ["S", "O", "O", "N", "C", "C", "C", "H", "H", "H", "H", "H", "H", "H", "H", "H"], "coordinates": [[-1.768, 0.862, 0.465], [1.889, -0.126, -1.734], [-0.782, -1.380, -1.435], [2.526, -0.368, 1.876], [2.565, -0.674, 0.462], [-3.439, 1.066, -0.168], [1.876, 0.102, -0.506], [3.224, -1.500, 0.162], [-1.038, -0.575, -0.929], [-3.605, 2.253, -0.050], [2.036, -1.067, 2.418], [3.184, 0.252, 2.438], [-3.597, 1.088, -1.314], [1.144, 0.825, -0.042], [-4.240, 0.385, 0.264], [0.023, -1.143, -1.908]], "mulliken_charge": [-0.2190, -0.5502, -0.5579, -0.4462, -0.0161, -0.7193, 0.0036, 0.3565, 0.2174, 0.2419, 0.2295, 0.2357, 0.2975, 0.3066, 0.2680, 0.3521]}


6.
{"formula": "C3H9NO2S", "method": "ωB97M-V with the def2-TZVPD basis set", "de_lowest_kcal_mol": 118.23, "total_energy_ha": -722.979939, "homo_energy_ev": -8.424, "fmax_ev_per_a": 3.9, "elements": ["S", "O", "O", "N", "C", "C", "C", "H", "H", "H", "H", "H", "H", "H", "H", "H"], "coordinates": [[2.237, 0.196, -1.336], [2.181, -1.481, -1.662], [1.824, 0.951, -2.557], [-0.312, -0.127, -0.110], [1.039, 0.083, 0.017], [-1.223, -0.717, 0.896], [-0.883, 0.686, -1.162], [-1.723, 0.060, 1.391], [-1.268, 1.618, -0.770], [-1.950, -1.220, 0.391], [-0.153, 0.692, -2.082], [-0.701, -1.257, 1.626], [-1.823, 0.181, -1.556], [2.586, -2.019, -2.427], [1.606, -0.434, 0.857], [1.562, 1.445, 0.530]], "mulliken_charge": [0.5904, -0.5106, -0.5757, 0.1553, -0.5988, -0.9820, -0.9757, 0.4047, 0.3521, 0.3398, 0.3009, 0.3079, 0.2931, 0.3141, 0.3755, 0.2091]}


7.
{"formula": "C3H9NO2S2", "method": "ωB97M-V with the def2-TZVPD basis set", "de_lowest_kcal_mol": 156.92, "total_energy_ha": -1121.095387, "homo_energy_ev": -8.178, "fmax_ev_per_a": 5.4, "elements": ["S", "S", "O", "O", "N", "C", "C", "C", "H", "H", "H", "H", "H", "H", "H", "H", "H"], "coordinates": [[-1.919, 1.477, 0.334], [-0.345, 2.576, -0.321], [1.581, -2.385, -0.280], [3.284, -0.723, 0.045], [-0.884, -1.178, -1.257], [0.541, -2.182, 0.495], [-0.685, -1.527, 0.145], [0.169, -0.567, 0.864], [3.871, -0.882, -0.727], [-1.256, -0.153, -1.133], [0.999, 0.057, 0.422], [-0.258, -0.187, 1.864], [-1.677, -1.745, 0.574], [-1.574, -1.787, -1.780], [2.645, -1.559, -0.019], [0.093, 2.971, 0.887], [0.501, -2.808, 1.362]], "mulliken_charge": [-0.1535, -0.1026, -0.6039, -0.7306, -0.5451, -0.2993, 0.5817, -0.9328, 0.2873, 0.2265, 0.4069, 0.3618, 0.2923, 0.2549, 0.4226, 0.1964, 0.3372]}


8.
{"formula": "C3H9NO2S2", "method": "ωB97M-V with the def2-TZVPD basis set", "de_lowest_kcal_mol": 169.23, "total_energy_ha": -1121.075759, "homo_energy_ev": -8.609, "fmax_ev_per_a": 3.9, "elements": ["S", "S", "O", "O", "N", "C", "C", "C", "H", "H", "H", "H", "H", "H", "H", "H", "H"], "coordinates": [[-2.254, 0.229, -0.689], [-2.192, -0.131, 1.305], [2.369, -0.729, 0.090], [2.656, 0.571, 2.142], [0.435, -1.279, -1.828], [0.576, 0.910, -0.236], [1.927, 0.324, -0.612], [0.704, 0.166, -1.587], [-1.649, -1.371, 1.218], [0.125, 0.473, 0.655], [-0.585, -1.338, -1.501], [2.761, 1.045, -0.918], [1.321, -1.654, -1.334], [0.349, 0.839, -2.396], [3.346, 0.352, 2.783], [0.456, 2.012, -0.219], [2.513, -0.115, 1.408]], "mulliken_charge": [-0.0338, -0.0644, -0.7653, -0.7312, -0.5009, -0.3596, 0.0200, -0.2544, 0.2447, 0.2917, 0.2886, 0.2660, 0.3583, 0.3740, 0.2629, 0.1899, 0.4138]}